[1]
198
Properties=species:S:1:pos:R:3:forces:R:3 method="wB97M-V/def2-TZVPD" gap_ev=8.57 homo_energy_ev=-8.3 e_tot_ha=-3296.19837
C -1.30531 -0.68784 0.65262 -0.6 1.4 -0.8
C -1.45656 0.56681 -0.24738 0.8 -0.3 0.0
C -0.13134 0.83137 -1.06037 -2.4 0.0 -0.1
O -2.63319 0.44402 -1.07399 0.7 0.7 0.3
H -0.44438 -0.53444 1.27022 0.5 0.0 0.6
H -1.09125 -1.48259 -0.03640 -0.1 -0.8 -0.1
H -2.21212 -0.85416 1.25809 0.8 0.0 -0.5
H -1.58575 1.41300 0.39812 -0.5 0.6 0.3
H -0.30289 1.59119 -1.83967 0.0 -0.2 0.2
H 0.03473 -0.11514 -1.51985 0.8 -0.7 -0.8
H 0.69478 1.13218 -0.44871 0.4 0.0 0.5
H -2.43782 -0.15316 -1.81781 0.0 -0.4 -0.1
C -6.41052 -0.49839 -1.97079 0.5 0.6 0.9
C -6.44801 0.31972 -0.66127 1.5 1.0 -0.9
C -6.76754 1.83222 -0.91788 1.1 -0.3 0.0
O -7.31093 -0.20589 0.30748 -0.3 -0.4 0.4
H -7.32813 -0.35033 -2.50285 -0.6 0.0 -0.5
H -6.24847 -1.56770 -1.80864 -0.1 0.3 0.2
H -5.58660 -0.08905 -2.56512 -0.2 -0.2 -0.1
H -5.39902 0.28021 -0.24907 -1.1 0.0 -0.1
H -7.63129 2.02536 -1.54938 -0.4 -0.3 0.1
H -5.93507 2.32526 -1.46879 -0.3 -0.4 0.5
H -6.89016 2.31918 0.06025 0.0 0.0 -0.4
H -8.18661 -0.21349 -0.08770 -0.2 -0.1 0.1
C -2.56977 -2.16001 -5.33445 1.7 1.6 1.8
C -3.21845 -1.82588 -3.97994 -1.5 -0.5 0.3
C -4.25253 -2.89181 -3.48573 0.0 -0.3 -0.5
O -2.29239 -1.49525 -2.96069 0.3 1.3 -0.3
H -2.32192 -3.19764 -5.28913 0.3 -0.8 -0.6
H -1.61043 -1.52637 -5.41049 -1.4 -1.0 0.0
H -3.21320 -1.86560 -6.13184 -0.5 -0.2 -0.6
H -3.79956 -0.91803 -4.11425 0.0 0.2 -0.1
H -3.80179 -3.85078 -3.19356 0.3 0.2 -0.1
H -5.00129 -3.15798 -4.26195 0.5 0.4 0.2
H -4.83631 -2.55945 -2.62290 0.4 0.2 -0.2
H -2.00653 -2.17770 -2.35589 0.1 -1.2 -0.1
C -2.55192 3.97137 -3.00243 -0.2 0.2 -0.9
C -3.21894 2.92872 -3.91092 0.1 0.0 0.2
C -2.29147 2.08096 -4.75140 0.4 1.0 -1.0
O -3.96863 2.06989 -3.11937 -2.2 -0.7 0.3
H -3.30870 4.45313 -2.38942 -0.1 -0.1 0.1
H -2.10379 4.75494 -3.60811 0.3 0.1 -0.1
H -1.79638 3.55602 -2.34777 0.2 -0.3 0.1
H -3.97652 3.39606 -4.53482 0.1 0.4 -0.2
H -1.64276 2.81521 -5.27176 0.1 -0.8 0.0
H -2.76936 1.40194 -5.49671 0.0 0.7 0.6
H -1.72600 1.47087 -4.07197 0.7 -0.3 0.3
H -3.47333 1.63839 -2.43408 0.9 -0.4 0.9
C -2.22101 1.53073 3.52650 -1.8 0.5 -1.4
C -2.91882 2.70136 2.76716 -0.5 -1.6 -1.0
C -4.04701 2.29625 1.73109 1.4 -1.0 0.8
O -3.35856 3.60726 3.69393 -0.7 1.5 0.9
H -1.40250 1.96036 4.06501 0.6 -0.2 0.4
H -1.94502 0.82294 2.76677 0.8 -0.5 -0.1
H -2.92643 1.00252 4.17944 0.1 0.3 0.1
H -2.16419 3.19311 2.19648 0.8 0.5 -0.5
H -4.38866 3.06472 1.04993 0.4 0.5 0.0
H -4.93810 1.97218 2.26178 -0.1 -0.4 0.2
H -3.61239 1.46844 1.12528 -0.7 0.4 0.3
H -3.94545 3.11978 4.27137 -0.3 0.1 0.4
C 2.12679 -2.25981 -0.53802 -0.9 -0.7 0.9
C 2.19645 -3.72203 -0.02853 -0.2 0.0 0.3
C 1.78628 -3.90463 1.43499 -0.1 -0.2 -0.7
O 1.42054 -4.61155 -0.85622 -0.3 1.1 -1.2
H 1.10206 -1.86352 -0.50495 0.2 -0.1 0.0
H 2.55065 -2.08106 -1.51914 0.1 -0.4 -0.2
H 2.71485 -1.72794 0.20315 0.0 0.4 0.0
H 3.24974 -3.93017 -0.08361 0.6 -0.7 -0.3
H 2.37023 -3.22551 1.99089 0.9 0.8 0.8
H 2.03461 -4.92284 1.81952 -0.6 0.6 -0.4
H 0.76111 -3.56702 1.61102 -0.1 -0.6 -0.1
H 1.36707 -5.52450 -0.57995 0.3 -0.1 0.6
C 1.18674 2.70163 2.43560 0.0 -0.4 -0.1
C 2.26354 1.81565 1.78505 -0.3 0.5 1.7
C 3.68737 1.93966 2.36447 -0.2 1.2 -1.2
O 1.77236 0.51067 2.06174 0.6 -1.1 -0.6
H 0.21075 2.38024 2.03163 0.3 0.1 0.2
H 1.32031 3.72245 2.13472 0.1 0.7 0.0
H 1.13538 2.61615 3.53916 0.2 0.0 -0.6
H 2.25822 2.04603 0.71673 0.2 -0.3 -0.1
H 4.08185 2.94512 2.13964 -0.3 0.0 0.5
H 4.36783 1.34233 1.76578 0.0 -0.7 0.2
H 3.75544 1.71712 3.42812 -0.1 -0.1 -0.1
H 2.52851 -0.10386 1.96719 -0.3 -0.1 0.1
C 6.68747 -0.39613 -0.22728 0.4 -0.6 0.1
C 5.59643 -1.42196 -0.60969 -0.6 0.7 -0.5
C 5.76973 -2.03792 -2.03275 0.6 0.1 0.2
O 5.40955 -2.46256 0.40047 1.0 0.1 -0.4
H 6.51317 0.14347 0.72241 -0.2 -0.4 -0.4
H 6.85004 0.35149 -1.00499 -0.3 -0.1 -0.1
H 7.64631 -0.91295 -0.14386 0.1 -0.1 0.1
H 4.64672 -0.83106 -0.57336 0.5 -0.8 -0.1
H 5.04531 -2.81121 -2.28730 -0.2 -0.1 0.5
H 6.77616 -2.48172 -2.18534 -0.4 0.2 0.3
H 5.65250 -1.30603 -2.84286 0.1 0.2 0.4
H 6.24316 -2.94950 0.58467 -0.6 0.6 -0.5
C 1.18171 -2.86504 -4.51979 0.2 1.2 -0.8
C 2.36365 -3.77184 -4.63286 1.2 -0.3 -0.9
C 3.47585 -3.11678 -5.54722 -1.3 -1.5 0.9
O 2.94222 -3.95117 -3.35210 0.6 0.0 -0.1
H 0.63195 -2.73492 -5.45780 0.3 0.0 -0.1
H 1.58765 -1.89527 -4.20661 -0.3 0.1 -0.1
H 0.45053 -3.14321 -3.80198 -0.6 -0.6 0.8
H 2.07596 -4.76293 -5.04317 0.2 0.4 0.0
H 3.05583 -3.04729 -6.54703 0.3 0.2 -0.2
H 4.39668 -3.70674 -5.53097 -0.2 0.0 -0.1
H 3.68502 -2.15573 -5.12399 0.2 0.8 0.0
H 2.33900 -4.47954 -2.83082 -0.3 -0.1 0.5
C 1.28831 0.75759 7.52447 0.2 0.5 0.0
C 2.11432 -0.19431 6.64018 -1.4 -1.6 1.4
C 2.39637 -1.52007 7.46197 0.9 1.2 -0.6
C 1.22278 -2.42587 7.69708 -0.1 -0.4 -1.1
C 0.62385 -2.79079 6.32402 -0.1 0.7 0.1
C 0.23922 -1.54708 5.50750 -0.2 1.4 0.8
N 1.44634 -0.64351 5.42266 -1.1 -0.1 -0.4
O 1.01580 0.54318 4.74044 0.2 -0.1 -0.2
C -0.02781 -1.87249 4.05757 0.2 -0.3 -0.5
C -1.06076 -0.88511 6.12291 0.8 0.2 1.2
C 3.37502 0.45593 6.19010 0.2 0.4 -0.9
H 0.91973 1.60109 6.94057 -0.1 -0.1 -0.1
H 1.92308 1.19780 8.29520 0.2 -0.1 0.0
H 0.45916 0.31001 8.06600 -0.1 -0.3 -0.2
H 3.15612 -2.06107 6.89353 0.1 -0.1 0.0
H 2.85650 -1.22137 8.40110 0.1 0.1 0.2
H 0.50914 -1.97558 8.36048 -0.6 0.3 0.2
H 1.56150 -3.32909 8.19341 0.1 -0.2 0.1
H -0.27419 -3.37291 6.38730 -0.6 -0.5 0.3
H 1.32326 -3.41106 5.77162 0.4 0.0 -0.2
H 0.91065 -2.27191 3.68002 0.1 0.1 -0.4
H -0.76049 -2.64992 3.91256 -0.5 -0.4 0.2
H -0.35836 -1.01492 3.45379 0.3 -0.2 0.4
H -1.09626 0.20520 6.12127 0.3 0.0 -0.8
H -1.93024 -1.24492 5.59956 -0.4 -0.2 -0.1
H -1.18061 -1.05214 7.22145 0.1 -0.5 -0.8
H 4.04686 0.60546 7.00228 0.7 0.1 0.7
H 3.14746 1.41944 5.72847 0.0 0.0 0.1
H 3.83547 -0.15355 5.41046 0.2 0.0 0.2
H 1.27561 0.41101 3.80209 0.0 0.0 0.4
C 2.36809 5.49238 -4.40939 0.2 -1.5 0.0
C 2.55647 4.08700 -3.71195 0.5 1.8 1.0
C 2.25480 2.98743 -4.67017 -1.3 -0.7 -0.5
C 2.67276 1.63308 -4.17139 -0.1 0.5 1.0
C 4.14869 1.68462 -3.89822 1.0 0.7 -1.0
C 4.55005 2.76226 -2.85127 -0.9 -2.1 0.1
N 3.97580 3.96967 -3.37886 0.1 0.5 -0.7
O 4.30892 5.02590 -2.53113 0.1 0.8 0.9
C 4.04834 2.33122 -1.43952 -0.4 0.0 0.2
C 6.04370 2.96918 -2.81631 0.9 0.0 0.9
C 1.64193 4.13321 -2.42245 0.7 -0.4 -0.6
H 2.99566 5.56669 -5.30599 0.3 0.1 0.4
H 2.55739 6.29569 -3.68703 -0.3 -0.1 -0.5
H 1.36890 5.46607 -4.83341 -0.4 0.5 0.4
H 1.17746 2.99186 -4.81769 -0.3 0.0 -0.2
H 2.71754 3.09594 -5.64711 0.2 0.6 -0.1
H 2.36240 0.84041 -4.86177 0.2 0.0 0.3
H 2.23850 1.50802 -3.17160 -0.5 -0.6 -0.4
H 4.70642 1.93121 -4.82209 -0.2 -0.1 0.2
H 4.46282 0.71211 -3.62689 0.7 -1.1 0.7
H 3.18832 1.62475 -1.41654 0.5 0.4 -0.4
H 4.82430 1.85423 -0.83005 0.1 0.2 -0.2
H 3.71735 3.22996 -0.92576 0.1 0.0 0.3
H 6.61788 2.15036 -2.36865 -0.4 -0.3 -0.4
H 6.42632 3.17526 -3.79788 0.2 0.1 -0.6
H 6.33366 3.79356 -2.15246 -0.3 0.1 -0.2
H 1.54130 3.16529 -1.92382 -0.1 0.1 -0.2
H 0.67161 4.47859 -2.75087 -0.4 0.1 0.2
H 2.05279 4.82692 -1.67512 -0.1 -0.1 -0.4
H 5.07018 5.41827 -2.95721 0.2 0.3 -0.1
C -2.24945 -3.85294 -0.47831 -2.0 1.1 2.0
O -1.30358 -3.56537 -1.44190 1.4 0.2 -0.5
H -3.09051 -3.10394 -0.54884 0.6 -0.8 -0.4
H -2.69657 -4.84483 -0.52669 0.2 -0.2 -0.4
H -1.98550 -3.68018 0.58710 0.7 -0.3 -0.6
H -0.36385 -3.64344 -1.14938 -0.9 -0.4 0.0
C 4.14586 -2.10686 3.64210 0.9 -0.7 -1.0
O 4.12123 -1.39075 2.42085 -1.2 0.9 0.5
H 3.27923 -1.87544 4.22303 -0.3 0.6 0.6
H 4.06749 -3.17766 3.44106 0.2 -0.3 0.0
H 5.11975 -1.91400 4.09919 -0.3 0.0 0.7
H 4.77611 -1.76059 1.83314 0.4 -0.4 -0.7
C -5.95974 -0.54264 4.48915 0.9 0.3 1.1
O -5.94594 0.62191 5.37049 -1.0 -0.6 -0.5
H -6.48201 -1.35581 5.02074 0.1 0.1 -0.6
H -6.36393 -0.29567 3.51392 -0.4 -0.1 -0.1
H -4.91508 -0.85958 4.32091 -0.5 0.2 0.3
H -6.88882 0.74177 5.61243 1.0 0.1 -0.1
C -4.30249 -1.61530 1.91667 -0.3 1.6 0.3
O -4.69366 -2.74529 2.60684 -1.1 -1.5 0.0
H -5.13631 -0.89232 1.80427 0.4 -0.3 -0.2
H -3.55763 -1.13207 2.54466 0.1 0.1 -0.1
H -3.86566 -1.84131 0.96316 0.1 -0.1 -0.6
H -5.44461 -3.11220 2.10900 0.4 0.0 0.5
C -6.55219 1.73366 -5.03470 0.1 -2.0 -1.0
O -5.43821 0.78467 -5.09024 -0.7 1.3 0.5
H -6.26892 2.76154 -5.19312 0.4 0.4 0.1
H -7.21012 1.43145 -5.87753 0.3 0.3 0.5
H -7.11556 1.60511 -4.11221 0.0 0.2 0.1
H -4.87525 1.03291 -4.32424 -0.2 -0.1 -0.4

---

[2]
122
Properties=species:S:1:pos:R:3:forces:R:3 method="wB97M-V/def2-TZVPD" gap_ev=9.79 homo_energy_ev=-15.9 e_tot_ha=-3512.67317 total_charge=+4
C 0.41605 6.85544 3.50234 -1.7 -1.1 -0.4
C 1.53485 7.09141 4.50851 -1.4 1.2 -0.8
C 0.80617 7.50928 5.78292 1.0 -0.9 1.2
O 0.11281 6.34472 6.25507 -0.2 0.7 0.8
C -0.32003 6.58152 7.63355 0.4 0.5 -0.7
N 2.29484 5.79223 4.68136 2.1 1.7 -1.7
H 2.91784 5.59868 3.84167 -0.7 0.5 0.7
H 2.88956 5.70829 5.49732 -0.1 0.2 0.4
H 1.71321 5.00559 4.63828 -1.6 -1.6 0.4
H 0.68042 6.08262 2.80110 0.2 -0.4 -0.4
H 0.04537 7.66431 2.86050 0.8 0.4 0.5
H -0.50747 6.50777 4.03148 0.9 0.1 -0.3
H 2.14838 7.91776 4.08649 0.3 -0.9 0.8
H 0.09654 8.32432 5.56569 0.4 -0.1 0.1
H 1.53852 7.79112 6.57841 -0.5 0.3 -0.5
H -1.01078 7.46576 7.68258 0.5 -1.0 0.0
H 0.58518 6.78722 8.20403 0.0 0.3 0.2
H -0.72497 5.66425 8.05497 -0.4 0.1 -0.4
C -2.03942 -7.68100 -2.48660 0.6 -0.2 -1.5
C -3.33349 -8.25278 -3.09919 -0.1 1.8 0.0
C -4.19908 -7.15721 -3.75270 1.7 0.4 0.3
O -5.18385 -7.74745 -4.46053 -1.9 -1.2 -1.2
C -6.04748 -6.85948 -5.24165 0.6 -0.6 0.8
N -3.21822 -9.32965 -4.14093 1.3 -0.2 1.3
H -4.17056 -9.45975 -4.46794 -0.5 -0.4 -0.2
H -2.66951 -9.00895 -4.91730 0.5 0.1 -0.7
H -2.76208 -10.16625 -3.73147 -0.6 0.3 -0.5
H -1.47441 -7.09742 -3.28414 -0.9 -0.1 1.2
H -1.37209 -8.53837 -2.36719 0.1 0.1 0.8
H -2.23614 -7.12023 -1.51736 0.3 -0.7 -1.5
H -3.85967 -8.71577 -2.31041 -0.9 -0.6 0.8
H -3.55329 -6.56926 -4.44631 -0.1 0.1 0.5
H -4.59744 -6.53073 -2.97501 0.1 0.6 0.5
H -6.87104 -6.48468 -4.59045 0.6 -0.3 -0.6
H -6.42495 -7.53526 -6.04165 0.2 1.1 0.4
H -5.38072 -6.02184 -5.54508 -0.8 -0.5 -0.4
C 6.48861 0.54157 -7.20956 -1.0 -1.6 1.3
C 7.50491 0.37030 -8.27807 -0.3 -1.6 0.0
C 7.53412 -1.02670 -8.94524 -0.2 0.9 -1.6
O 6.44203 -1.19288 -9.85357 0.1 -0.1 0.8
C 6.00959 -2.59552 -10.01921 0.3 2.2 1.3
N 7.32694 1.37379 -9.36180 -0.1 -0.9 -0.6
H 8.08494 1.23170 -10.05572 -0.4 0.8 0.3
H 6.45738 1.10527 -9.83507 -0.1 0.0 -0.2
H 7.20618 2.31631 -9.00420 0.5 0.3 -0.2
H 6.46785 1.48992 -6.73588 0.1 1.2 0.2
H 6.65423 -0.16625 -6.37124 0.5 0.3 -0.5
H 5.47475 0.26292 -7.46958 -0.3 0.2 -0.7
H 8.46962 0.45828 -7.83512 0.9 0.6 0.1
H 7.56397 -1.77405 -8.17912 0.0 -0.5 0.5
H 8.44682 -1.06032 -9.56260 0.1 -0.3 0.4
H 5.13840 -2.48885 -10.62205 -0.5 -0.4 -0.6
H 5.75111 -2.94323 -9.01858 0.0 -0.4 -0.2
H 6.81204 -3.14083 -10.45577 0.4 -0.7 -0.5
C -1.34280 0.51259 -1.95605 -1.3 0.1 -1.4
C -2.49442 1.12564 -1.11519 1.0 0.7 -1.3
C -2.51743 2.62389 -1.17917 1.1 0.1 2.9
O -3.54448 3.12919 -0.32143 -0.3 1.1 0.0
C -3.84485 4.58710 -0.56300 1.2 -1.4 1.2
N -3.77919 0.71202 -1.72387 -0.4 -1.9 0.6
H -3.76107 0.99901 -2.69835 -0.2 -0.2 -0.2
H -3.81745 -0.34684 -1.62221 -0.1 0.9 -0.5
H -4.63487 1.08244 -1.26940 0.4 0.2 0.2
H -1.50021 -0.55783 -2.10794 -0.1 0.0 0.2
H -0.38245 0.60608 -1.50415 0.6 0.4 0.5
H -1.30805 0.94031 -3.00070 0.0 -0.1 1.1
H -2.37888 0.82235 -0.11466 -0.5 -0.8 1.3
H -2.70684 2.80564 -2.16455 -0.6 1.3 -3.0
H -1.49204 2.97570 -0.94145 -0.6 0.3 0.1
H -2.87270 5.07920 -0.56974 -0.2 0.3 -0.3
H -4.47042 5.10299 0.19905 0.4 -1.2 -0.1
H -4.36304 4.62421 -1.47952 -0.4 0.4 -1.3
C 6.22782 -2.88509 4.45360 -2.1 -0.2 1.3
C 5.51065 -2.15104 5.61897 0.0 1.4 -1.2
C 5.83738 -2.58720 7.00778 0.4 -1.4 1.8
O 5.21441 -1.69971 7.95226 0.1 -0.1 -2.7
C 5.75987 -1.64126 9.22767 1.6 2.6 0.5
N 6.03113 -0.66170 5.60122 2.0 -2.8 1.3
H 5.75562 -0.25497 6.50719 0.0 0.2 -0.3
H 7.07393 -0.84375 5.56501 -1.3 0.8 0.4
H 5.81584 -0.10113 4.82003 -1.1 1.0 -1.2
H 5.84165 -2.43699 3.53896 0.3 -0.3 -0.2
H 5.91693 -3.95044 4.53488 0.4 0.7 -0.4
H 7.28609 -2.79311 4.53572 0.9 -0.1 0.0
H 4.42427 -2.11287 5.44018 0.4 0.1 0.2
H 6.97137 -2.63983 7.15470 -1.3 0.2 0.0
H 5.42987 -3.62137 7.18889 0.5 0.8 -0.3
H 5.17913 -0.77488 9.69882 1.2 -1.3 -0.2
H 6.91992 -1.39533 9.16708 -2.2 -0.5 0.4
H 5.58140 -2.54466 9.75041 0.0 -0.9 0.8
C -7.70353 -0.23642 2.75546 -1.5 -1.2 2.3
C -7.58936 0.18687 1.34004 0.4 -0.9 -0.1
C -6.49877 1.17927 1.14654 1.8 -1.1 -0.2
O -6.26139 1.29475 -0.25020 -1.0 1.7 -0.3
C -7.16158 2.33144 -0.82299 0.5 -0.3 0.7
N -7.23780 -1.00451 0.44160 0.8 2.3 0.3
H -6.81158 -0.58218 -0.40166 -0.7 -0.3 -0.3
H -6.40166 -1.43733 0.80926 0.6 -1.1 0.6
H -7.95206 -1.66689 0.22685 -0.7 -0.5 -0.1
H -8.08790 0.56057 3.47836 0.8 -0.8 -1.2
H -6.78368 -0.72040 3.18438 -0.7 0.7 -0.5
H -8.51589 -1.01346 2.81866 0.8 0.5 0.1
H -8.48894 0.59938 0.95471 -1.0 0.2 -0.3
H -5.55328 0.77192 1.55704 -0.4 0.3 0.1
H -6.74394 2.08485 1.67701 0.0 0.6 -0.1
H -7.41307 1.97784 -1.82212 -0.4 0.0 0.2
H -6.53963 3.24133 -0.94781 -0.7 -0.3 0.4
H -8.07023 2.46502 -0.12806 1.4 0.0 -1.4
B -4.53938 -2.45446 -0.73994 -1.1 1.9 0.9
F -3.32709 -1.83801 -1.08742 0.2 -0.1 0.0
F -4.79371 -2.15524 0.70130 0.0 0.1 -1.6
F -5.57097 -1.75977 -1.56027 0.8 -0.3 1.0
F -4.58351 -3.75132 -0.93694 0.1 -1.7 -0.4
N 3.31449 2.44092 2.52135 1.1 -0.8 1.2
S 2.37103 3.44956 1.77228 1.2 -3.4 -1.1
O 2.66257 4.77963 2.03806 0.5 4.0 1.4
O 1.01409 3.06053 1.65384 -0.3 -0.3 -0.2
F 3.06364 3.26195 0.35878 -0.8 -0.2 0.0
S 3.60407 2.43377 4.08321 -1.8 -0.6 -3.5
O 4.20799 1.22092 4.50660 0.3 -0.6 0.2
O 2.42656 2.91094 4.71488 -0.3 0.8 1.8
F 4.74189 3.46251 4.30820 0.3 0.9 0.2